C5H14 | wB97M-V/def2-TZVPD

```
19
Properties=species:S:1:pos:R:3
C 0.568 1.644 -1.594
C -0.259 1.755 -0.312
C -1.681 2.249 -0.618
H 0.321 0.693 -2.070
H 1.642 1.616 -1.402
H 0.364 2.439 -2.309
H -0.259 0.773 0.173
H 0.156 2.372 0.488
H -2.260 2.281 0.301
H -1.619 3.175 -1.188
H -2.197 1.555 -1.290
C 0.644 -3.162 0.615
C 0.680 -2.276 1.861
H 0.038 -4.035 0.843
H 0.250 -2.658 -0.259
H 1.668 -3.473 0.417
H 1.295 -2.760 2.633
H -0.235 -2.228 2.461
H 1.060 -1.273 1.688
```

The structure (SMILES) is CCC.CC. The energy above the lowest of the compared OMol25 structures with the same formula, charge and spin comes out at 7.0 kcal per mole. As for the charge: 0. The total energy comes out at -198.87807 hartree. The calculation puts the highest occupied orbital energy at -0.414 hartree. Its gap between HOMO and LUMO is 12.3 eV.

Atomic partial charges in e from the Löwdin method, atoms 1 to 4: number 1, C, carries -0.126; number 2, C, carries -0.325; number 3, C, carries -0.126; number 4, H, carries 0.068